Record 1
Molecular formula: C34H54FNO5S2
Method: DFT, ωB97M-V with the def2-TZVPD basis set

Last column: Löwdin charge in e.
Geometry (Å):
C 7.2581 -2.2665 -1.2239  0.13
C 7.4090 -1.1413 -0.8468  -0.12
C 7.5533 0.2296 -0.3974  -0.11
C 6.1978 0.6966 0.0939  -0.06
C 5.2101 1.1374 -0.7848  -0.16
F 5.5109 1.1674 -2.0966  0.10
C 3.9533 1.5319 -0.3682  -0.12
C 2.9526 1.9692 -1.4283  -0.11
C 1.4847 1.6422 -1.1062  -0.18
C 0.9024 0.6468 -2.1065  -0.21
C 1.3872 -0.7834 -1.8482  -0.20
C 0.7832 -1.7418 -2.8982  -0.20
C 0.0239 -2.9397 -2.3126  -0.19
C -0.9190 -2.6062 -1.1334  -0.20
C -2.3732 -3.0786 -1.3452  -0.18
C -3.4534 -1.9730 -1.3718  -0.18
C -3.0264 -0.6402 -2.0051  -0.19
C -2.6909 0.4029 -0.9346  -0.22
C -3.9110 1.0255 -0.2536  -0.19
C -3.4868 2.2765 0.5527  -0.19
C -4.0133 2.3243 1.9987  -0.19
C -2.9353 2.6017 3.0720  -0.19
C -2.8423 1.5239 4.1787  -0.20
C -1.5326 0.7318 4.1640  -0.20
C -1.1479 0.0532 2.8407  -0.21
C -1.6659 -1.3716 2.6716  -0.24
C -3.1792 -1.5326 2.8519  -0.09
C 3.6487 1.5097 0.9815  0.06
C 4.6108 1.0758 1.8704  -0.08
C 5.8556 0.6821 1.4306  -0.03
C 6.6462 0.2926 2.6660  -0.33
O 7.8263 0.3373 2.8112  0.18
N 5.6427 -0.0088 3.6684  0.00
C 5.1872 -1.3908 3.6442  -0.21
S 6.4844 -2.6295 3.8674  0.68
O 6.6592 -3.2868 2.6080  -0.34
O 7.6087 -2.0902 4.5555  -0.31
C 4.5573 0.9075 3.3588  -0.34
O 3.8376 1.4200 4.1569  0.17
H 6.8318 -3.2123 -1.4395  0.03
H 8.2615 0.2784 0.4210  0.11
H 7.8866 0.8738 -1.2065  0.13
H 3.2260 1.4827 -2.3585  0.11
H 3.1216 3.0346 -1.5856  0.13
H 1.3523 1.2217 -0.1131  0.09
H 0.9146 2.5685 -1.1526  0.11
H 1.1976 0.9021 -3.1216  0.12
H -0.1807 0.6444 -2.0077  0.08
H 2.4760 -0.7948 -1.9252  0.11
H 1.1349 -1.0704 -0.8286  0.10
H 0.1581 -1.1738 -3.5854  0.10
H 1.6092 -2.1404 -3.4866  0.10
H -0.5357 -3.3992 -3.1240  0.10
H 0.7476 -3.6885 -1.9960  0.10
H -0.8627 -1.5633 -0.8497  0.07
H -0.5426 -3.1644 -0.2780  0.10
H -2.4836 -3.6848 -2.2394  0.10
H -2.6321 -3.7405 -0.5189  0.10
H -3.8879 -1.8072 -0.3886  0.09
H -4.2740 -2.3634 -1.9766  0.10
H -2.1382 -0.7723 -2.6228  0.10
H -3.7957 -0.2062 -2.6382  0.08
H -2.0717 -0.0179 -0.1417  0.09
H -2.1088 1.2127 -1.3778  0.10
H -4.3250 0.3073 0.4534  0.09
H -4.6940 1.2626 -0.9711  0.11
H -3.7559 3.1762 0.0050  0.11
H -2.3987 2.2784 0.5998  0.08
H -4.7278 3.1430 2.0852  0.10
H -4.5746 1.4325 2.2583  0.09
H -1.9564 2.6848 2.6034  0.09
H -3.1144 3.5537 3.5644  0.10
H -3.6967 0.8561 4.1429  0.09
H -2.9053 2.0179 5.1478  0.10
H -1.5472 -0.0506 4.9257  0.11
H -0.7331 1.4066 4.4680  0.11
H -1.4724 0.6546 1.9913  0.08
H -0.0605 0.0058 2.7729  0.10
H -1.4238 -1.7280 1.6705  0.08
H -1.1326 -2.0374 3.3502  0.10
H -3.5751 -2.3653 2.2768  0.07
H -3.4326 -1.6800 3.8984  0.07
H -3.6693 -0.6320 2.4956  0.04
H 2.6728 1.7963 1.3390  0.13
H 4.6443 -1.6285 2.7243  0.12
H 4.4869 -1.5434 4.4665  0.12
H 5.8718 -3.5114 4.7035  0.08
C -6.0054 0.0826 -5.5313  -0.27
S -4.9328 1.5150 -5.7001  0.81
O -4.0716 1.5564 -4.4913  -0.55
C -6.2243 2.7433 -5.4690  -0.27
H -5.3860 -0.8092 -5.6012  0.05
H -6.5034 0.1094 -4.5616  0.06
H -6.7392 0.0817 -6.3374  0.05
H -6.7074 2.5900 -4.5038  0.06
H -6.9510 2.6619 -6.2774  0.05
H -5.7593 3.7264 -5.4947  0.05

Atoms 1-3, force components in eV/Å:
-0.7 0.0 0.2
0.3 -0.2 -0.3
-0.4 0.2 0.2

Calculated values
Gap between HOMO and LUMO   9.02 eV
E   -2654.95815 Ha
2S+1   1

=====

Record 2
Molecular formula: C34H54N13O2P
Method: DFT, ωB97M-V with the def2-TZVPD basis set

Last column: Löwdin charge in e.
Geometry (Å):
O -3.1243 -0.9288 -0.1965  -0.45
P -1.7327 -1.6864 0.5815  0.75
C -0.1364 -2.4065 1.3444  -0.42
C 0.1143 -1.9579 2.8875  -0.24
C -0.0264 -0.3675 3.0928  -0.26
N 1.0034 0.2319 3.9861  -0.09
C 1.5824 1.4926 3.4497  -0.20
C 2.8988 1.3046 2.5614  -0.08
C 2.8657 1.4803 0.9992  -0.02
C 4.1578 1.3404 0.1223  -0.08
C 5.5240 1.0139 0.7790  -0.08
C 5.6049 0.8301 2.3297  -0.01
C 4.3030 0.9768 3.1712  -0.19
O 4.3618 0.8486 4.6131  -0.10
H -2.9517 0.0360 -0.2389  0.01
H -2.3381 -1.4328 1.8638  0.00
H -2.0242 -2.9537 -0.0366  0.03
H -0.9174 -0.7362 -0.1320  0.02
H 0.7433 -1.9780 0.7371  0.07
H -0.0969 -3.5540 1.2169  0.07
H -0.5153 -2.5819 3.6201  0.11
H 1.2228 -2.2130 3.0965  0.10
H -1.0755 -0.1962 3.5536  0.11
H -0.0511 0.1398 2.0576  0.09
H 1.7167 -0.4426 4.2865  0.09
H 0.8209 2.0727 2.8036  0.13
H 1.9042 2.1169 4.3696  0.12
H 1.9062 1.7247 0.4207  0.09
H 4.1627 1.4957 -1.0149  0.05
H 6.5118 0.8899 0.2120  0.08
H 6.5909 0.6011 2.8765  0.10
H 4.1190 -0.0909 4.8142  0.07
C -6.2744 -0.7452 1.7840  -0.08
C -5.1212 -0.8716 2.7332  -0.25
N -4.2126 -0.9711 3.4811  0.10
H -6.5033 -1.7166 1.3463  0.03
H -7.1540 -0.3778 2.3157  0.07
H -6.0224 -0.0460 0.9854  0.08
C 5.0417 2.7266 7.3852  -0.07
C 4.8431 4.0314 8.0973  -0.25
N 4.6868 5.0586 8.6579  0.10
H 4.8386 1.8980 8.0650  0.05
H 4.3643 2.6612 6.5322  0.06
H 6.0700 2.6506 7.0290  0.08
C 4.8988 -1.0212 -3.1951  -0.09
C 3.9021 0.0975 -3.1846  -0.26
N 3.1161 0.9794 -3.1781  0.11
H 5.6009 -0.9008 -2.3674  0.07
H 4.3849 -1.9773 -3.0900  0.08
H 5.4508 -1.0161 -4.1340  0.04
C -9.0829 -4.5757 0.7901  -0.07
C -8.3987 -3.4151 0.1340  -0.23
N -7.8591 -2.5004 -0.3829  0.12
H -8.4986 -4.9154 1.6467  0.08
H -10.0748 -4.2753 1.1322  0.05
H -9.1846 -5.3978 0.0798  0.08
C -11.1591 -0.1825 0.9284  -0.07
C -10.9205 -1.2526 1.9536  -0.27
N -10.7309 -2.0926 2.7616  0.12
H -11.7101 0.6454 1.3779  0.08
H -10.2047 0.1882 0.5505  0.08
H -11.7386 -0.5868 0.0974  0.05
C -14.7231 -2.9031 1.8646  -0.06
C -13.6981 -2.8440 0.7728  -0.24
N -12.8905 -2.7985 -0.0868  0.13
H -14.3828 -2.3231 2.7240  0.08
H -15.6688 -2.4918 1.5082  0.08
H -14.8779 -3.9384 2.1722  0.08
C 3.9981 -0.2048 -7.7044  -0.10
C 4.2379 -1.2828 -6.6894  -0.22
N 4.4257 -2.1304 -5.8886  0.12
H 3.4527 0.6207 -7.2460  0.06
H 4.9502 0.1656 -8.0850  0.06
H 3.4126 -0.6004 -8.5351  0.07
C 4.7119 -1.1380 9.3062  -0.07
C 4.9686 -1.1326 7.8288  -0.22
N 5.1713 -1.1296 6.6653  0.13
H 5.5467 -1.6087 9.8270  0.01
H 4.5989 -0.1145 9.6676  0.08
H 3.7985 -1.6944 9.5223  0.09
C 2.2428 3.7103 -8.6975  -0.07
C 3.2027 2.6967 -9.2428  -0.21
N 3.9560 1.8954 -9.6738  0.12
H 2.7526 4.6640 -8.5522  0.08
H 1.4158 3.8509 -9.3956  0.02
H 1.8458 3.3695 -7.7398  0.09
C 8.4752 -2.9706 11.0748  -0.06
C 7.1753 -2.3824 11.5347  -0.23
N 6.1512 -1.9188 11.8971  0.13
H 9.2929 -2.5867 11.6868  0.08
H 8.4426 -4.0575 11.1643  0.08
H 8.6547 -2.7038 10.0320  0.08
C 0.8087 6.5098 -11.5297  -0.06
C 0.2561 5.7709 -10.3488  -0.23
N -0.1805 5.1884 -9.4188  0.12
H 1.1822 7.4857 -11.2150  0.08
H 1.6271 5.9401 -11.9734  0.07
H 0.0269 6.6511 -12.2773  0.08
C 3.0335 1.1622 -13.2597  -0.07
C 2.0386 2.2838 -13.2366  -0.25
N 1.2549 3.1670 -13.2177  0.11
H 3.7383 1.2759 -12.4339  0.05
H 2.5184 0.2057 -13.1591  0.08
H 3.5838 1.1725 -14.2019  0.08

Atoms 1-3, force components in eV/Å:
0.5 0.3 0.2
0.0 0.1 -0.1
1.2 -0.2 0.8

Calculated values
Gap between HOMO and LUMO   8.48 eV
E   -2531.20595 Ha
2S+1   1

=====

Record 3
Molecular formula: C34H54N6O5
Method: DFT, ωB97M-V with the def2-TZVPD basis set

Last column: Löwdin charge in e.
Geometry (Å):
C 3.2117 -3.0635 -0.5998  -0.07
C 3.8486 -2.8779 0.7900  -0.13
C 4.2174 -1.4338 1.0141  -0.48
O 4.7884 -0.7235 0.2044  0.10
O 3.8470 -0.9834 2.2397  0.00
C 3.3954 0.3756 2.2981  -0.15
C 2.1024 0.6256 1.5294  -0.08
C 1.8342 2.1356 1.4766  -0.15
C 0.3557 2.6274 1.6904  -0.41
C 0.2706 3.0595 3.1845  -0.02
C -0.8168 1.6532 1.5333  -0.13
C -1.0013 0.9637 0.1676  -0.13
C -0.8741 -0.5701 0.2025  -0.22
O 0.0555 -1.0507 -0.7706  -0.10
N 0.2541 3.8651 0.8839  0.13
C 1.5655 4.2762 0.5795  -0.40
O 1.9126 5.4445 0.5084  0.11
C 2.4282 3.0285 0.3558  -0.29
C 2.1261 2.7326 -1.1417  -0.10
C 2.9495 1.6055 -1.8004  -0.13
C 2.2264 0.7982 -2.8973  -0.22
O 0.8531 1.1684 -3.0271  -0.09
C 3.8954 3.4127 0.5321  -0.16
N 4.1640 4.0015 1.8383  -0.10
C 4.8536 5.2930 1.8608  -0.11
H 3.9305 -3.4281 -1.3287  0.08
H 2.3750 -3.7550 -0.5456  0.07
H 2.8312 -2.1127 -0.9588  0.05
H 4.7402 -3.4952 0.8810  0.12
H 3.1262 -3.1531 1.5531  0.11
H 4.1966 1.0372 1.9676  0.11
H 3.2289 0.5708 3.3565  0.14
H 1.3015 0.1657 2.1131  0.12
H 2.1104 0.1286 0.5620  0.10
H 2.3327 2.5137 2.3738  0.12
H -0.7435 3.3893 3.4191  0.09
H 0.9538 3.8874 3.3750  0.10
H 0.5242 2.2171 3.8278  0.09
H -1.7213 2.2131 1.7419  0.07
H -0.7254 0.8759 2.2918  0.11
H -1.9946 1.1944 -0.2206  0.10
H -0.3056 1.3590 -0.5663  0.08
H -1.8250 -1.0626 0.0114  0.11
H -0.5388 -0.9078 1.1887  0.11
H 0.6898 -0.3500 -0.9323  0.04
H -0.1633 4.6165 1.4252  0.14
H 1.0600 2.5966 -1.2578  0.07
H 2.3836 3.6600 -1.6575  0.13
H 3.3860 0.9535 -1.0457  0.08
H 3.8089 2.0800 -2.2754  0.11
H 2.7162 0.9254 -3.8633  0.11
H 2.2865 -0.2676 -2.6729  0.10
H 0.3188 0.3753 -3.1212  0.09
H 4.4933 2.5007 0.4142  0.12
H 4.1902 4.0737 -0.2815  0.13
H 4.6207 3.3396 2.4420  0.09
H 5.1436 5.6132 0.8626  0.08
H 4.2031 6.0604 2.2835  0.07
H 5.7329 5.2412 2.5040  0.07
N -2.7152 -3.8655 -1.9847  0.01
C -3.4706 -4.9626 -1.6678  -0.14
C -2.9619 -5.5023 -0.5179  -0.12
C -1.8568 -4.6970 -0.1264  -0.11
C -1.7294 -3.6933 -1.0510  -0.14
H -2.8611 -3.2767 -2.7825  0.14
H -4.2996 -5.2642 -2.2841  0.10
H -3.3359 -6.3781 -0.0147  0.09
H -1.2270 -4.8394 0.7362  0.09
H -1.0302 -2.8797 -1.1243  0.08
N -2.0031 4.1772 -1.4179  0.01
C -3.1750 4.8362 -1.7057  -0.15
C -3.5575 4.4715 -2.9687  -0.11
C -2.5888 3.5559 -3.4603  -0.10
C -1.6416 3.3991 -2.4851  -0.13
H -1.4656 4.2569 -0.5694  0.10
H -3.6281 5.5080 -0.9961  0.11
H -4.4330 4.8262 -3.4864  0.09
H -2.5824 3.0768 -4.4248  0.09
H -0.7435 2.8059 -2.4658  0.08
N -4.4033 2.7035 0.9037  0.01
C -5.6993 2.9523 0.5473  -0.14
C -6.5094 2.4251 1.5180  -0.11
C -5.6689 1.8366 2.5025  -0.11
C -4.3759 2.0282 2.0950  -0.15
H -3.5979 2.9785 0.3674  0.11
H -5.9301 3.4787 -0.3625  0.10
H -7.5858 2.4569 1.5225  0.09
H -5.9784 1.3331 3.4026  0.09
H -3.4412 1.7507 2.5456  0.09
N -1.9541 -10.8869 -1.5467  0.00
C -1.5710 -9.7694 -2.2387  -0.14
C -1.3036 -8.7833 -1.3280  -0.11
C -1.5333 -9.3288 -0.0353  -0.12
C -1.9332 -10.6274 -0.2039  -0.15
H -2.2131 -11.7618 -1.9610  0.14
H -1.5224 -9.7717 -3.3137  0.10
H -0.9829 -7.7812 -1.5581  0.09
H -1.4182 -8.8238 0.9091  0.09
H -2.2023 -11.3841 0.5125  0.10

Atoms 1-3, force components in eV/Å:
0.1 0.1 0.1
-0.3 0.2 -0.2
1.0 0.7 -0.5

Calculated values
SMILES   CCC(=O)OCC[C@H]1[C@](CCCO)(CNC)C(=O)N[C@@]1(C)CCCO.c1cc[nH]c1.c1cc[nH]c1.c1cc[nH]c1.c1cc[nH]c1
Gap between HOMO and LUMO   8.61 eV
E   -2032.63808 Ha
2S+1   1

=====

Record 4
Molecular formula: C34H55BN2O33P3
Method: DFT, ωB97M-V with the def2-TZVPD basis set

Last column: Löwdin charge in e.
Geometry (Å):
C 2.8466 0.0194 -2.3509  0.05
C 2.2974 -1.3252 -2.7991  -0.51
O 2.3459 -1.6788 -3.8992  0.18
O 1.7099 -2.1776 -1.8539  -0.01
C 0.2992 -2.1640 -1.9542  -0.21
C -0.3362 -1.3557 -0.8038  -0.21
C -0.5940 0.1201 -1.0913  -0.29
P -1.8944 0.4237 -2.3881  0.90
C -2.9021 1.9350 -2.0317  -0.25
C -3.2398 2.1537 -0.5599  -0.29
N -2.4477 2.5087 0.3329  0.14
P -3.0753 -1.3545 -2.8631  0.77
P -5.0282 -1.3358 -1.9156  0.18
O -5.3024 -2.6996 -1.5202  -0.30
O -5.1459 -0.3774 -0.6230  -0.15
O -6.1002 -0.8248 -2.9811  -0.15
B -0.8851 0.8344 -4.0176  -0.76
N -0.8727 -0.0359 -5.1271  0.18
O -0.1986 2.0115 -4.1312  0.14
H 2.4922 0.7494 -3.0756  0.09
H 3.9299 -0.0665 -2.3834  0.11
H 2.4928 0.2322 -1.3516  0.05
H -0.0583 -3.1921 -1.8703  0.13
H -0.0609 -1.7973 -2.9238  0.09
H 0.3735 -1.3736 0.0188  0.10
H -1.2210 -1.8776 -0.4398  0.10
H 0.3113 0.6515 -1.3834  0.09
H -0.9071 0.5722 -0.1491  0.07
H -3.7926 1.8886 -2.6605  0.10
H -2.2986 2.7899 -2.3449  0.10
H -4.2790 2.0270 -0.2721  0.10
H -1.5157 2.6323 -0.0793  0.07
H -2.4372 -2.4547 -2.2469  -0.07
H -5.7221 0.3638 -0.8804  0.08
H -6.6413 -1.6111 -3.1712  0.10
H -0.5150 -0.9636 -4.9202  0.08
H -0.3050 0.3725 -5.8703  0.07
H -0.1090 2.4507 -3.2742  0.10
C -1.8265 0.7837 -9.9642  -0.11
C -1.7176 -0.7205 -10.0272  -0.11
O -0.4686 -0.9666 -9.3734  0.07
C -0.2133 0.0820 -8.5603  -0.56
O 0.6640 0.1115 -7.7541  0.15
O -1.0839 1.0958 -8.7802  0.06
H -2.8532 1.1311 -9.8807  0.13
H -1.3537 1.2753 -10.8158  0.14
H -2.5113 -1.2227 -9.4708  0.13
H -1.7039 -1.1018 -11.0450  0.14
C 4.0495 -1.2272 1.2096  -0.08
C 3.7193 -1.3433 2.6647  -0.08
O 2.6687 -0.3745 2.8309  0.09
C 2.0936 -0.1973 1.6278  -0.56
O 1.0790 0.4144 1.4416  0.12
O 2.7977 -0.7982 0.6413  0.03
H 4.3712 -2.1678 0.7771  0.10
H 4.8078 -0.4674 1.0127  0.14
H 3.3334 -2.3292 2.9310  0.13
H 4.5673 -1.1121 3.3002  0.12
C -4.0730 6.6234 1.4682  -0.11
C -3.4144 6.0415 0.2460  -0.12
O -4.2685 6.4821 -0.8124  0.05
C -4.9199 7.6013 -0.3784  -0.56
O -5.5729 8.3049 -1.0731  0.17
O -4.7153 7.7950 0.9487  0.07
H -3.3591 6.8846 2.2474  0.10
H -4.8316 5.9622 1.8903  0.13
H -2.4106 6.4423 0.0793  0.13
H -3.3620 4.9556 0.2765  0.10
C 7.7677 -0.9625 5.5786  -0.11
C 8.4536 -1.6379 4.4160  -0.11
O 7.6670 -1.2058 3.3021  0.06
C 7.0579 -0.0490 3.6496  -0.58
O 6.4653 0.6528 2.8921  0.15
O 7.2076 0.2066 4.9701  0.07
H 8.4542 -0.6922 6.3770  0.13
H 6.9580 -1.5648 5.9949  0.13
H 9.4801 -1.2940 4.2766  0.14
H 8.4511 -2.7222 4.4946  0.14
C 2.4078 -6.6624 1.7426  -0.11
C 1.6307 -6.1529 2.9304  -0.13
O 2.6625 -5.6889 3.8038  0.06
C 3.7529 -5.4034 3.0432  -0.56
O 4.7180 -4.8386 3.4394  0.16
O 3.5845 -5.8470 1.7687  0.05
H 1.8711 -6.5410 0.8045  0.13
H 2.7004 -7.7085 1.8501  0.14
H 0.9785 -5.3140 2.6763  0.13
H 1.0385 -6.9295 3.4063  0.13
C -3.4574 -5.8041 1.4013  -0.11
C -2.4421 -5.6452 2.5080  -0.12
O -1.5047 -6.6885 2.2222  0.04
C -1.6022 -6.9792 0.8975  -0.57
O -0.8441 -7.6777 0.3098  0.17
O -2.6730 -6.3605 0.3415  0.06
H -3.9035 -4.8601 1.0972  0.13
H -4.2527 -6.5055 1.6582  0.14
H -1.9244 -4.6838 2.4671  0.13
H -2.8717 -5.7731 3.4985  0.14
C 5.8441 -6.9494 -1.2077  -0.11
C 5.5998 -6.1266 -2.4494  -0.12
O 5.1263 -4.8895 -1.9108  0.06
C 5.5872 -4.7891 -0.6382  -0.56
O 5.5105 -3.8112 0.0313  0.15
O 6.1453 -5.9522 -0.2299  0.07
H 6.6716 -7.6461 -1.3175  0.13
H 4.9567 -7.4996 -0.8873  0.13
H 6.5149 -5.9380 -3.0138  0.14
H 4.8603 -6.5689 -3.1126  0.13
C -2.9002 10.8794 4.1989  -0.11
C -1.7363 10.7323 3.2494  -0.11
O -1.3658 9.3604 3.4272  0.07
C -2.4519 8.6986 3.8912  -0.56
O -2.5297 7.5124 3.9829  0.13
O -3.4381 9.5541 4.2324  0.08
H -3.6443 11.5906 3.8499  0.14
H -2.5878 11.1579 5.2069  0.14
H -2.0228 10.8877 2.2077  0.14
H -0.9067 11.3923 3.4905  0.13
C -3.4951 3.3632 3.6616  -0.14
C -3.7529 3.1819 5.1370  -0.12
O -4.8372 4.0824 5.3736  0.07
C -5.4848 4.2758 4.1967  -0.57
O -6.5217 4.8356 4.0784  0.18
O -4.7793 3.7384 3.1590  0.03
H -3.1435 2.4550 3.1783  0.12
H -2.7869 4.1701 3.4596  0.13
H -4.0757 2.1683 5.3847  0.13
H -2.8930 3.4385 5.7509  0.14

Atoms 1-3, force components in eV/Å:
-0.6 -0.9 0.3
0.1 0.7 2.6
0.0 -1.0 -3.7

Calculated values
Gap between HOMO and LUMO   9.00 eV
Charge   +1
E   -4969.93177 Ha
2S+1   1

=====

Among the records above, which one has the lowest gap between HOMO and LUMO?
C34H54N13O2P